[1]
C23H30N4O5S | ωB97M-V with the def2-TZVPD basis set

Cartesian coordinates (Å):
C  -6.26723  0.01158  0.16837
C  -4.92772  -0.52965  -0.32149
N  -4.37285  -1.51044  0.59524
C  -3.43646  -2.43725  -0.02417
C  -2.42464  -1.76999  -0.96654
O  -2.72284  -1.48842  -2.10884
N  -1.20671  -1.52273  -0.40826
C  -0.14338  -0.80569  -0.95304
C  -0.14039  -0.31225  -2.25685
C  0.94168  0.41406  -2.72540
C  2.03522  0.65511  -1.91209
C  2.02498  0.15564  -0.62391
S  3.47186  0.43021  0.38635
O  3.94769  1.77032  0.19436
O  3.21019  -0.00550  1.73164
N  4.54313  -0.59931  -0.40772
C  4.43128  -1.99219  0.01303
C  5.83495  -2.42941  0.46335
C  6.54939  -1.10452  0.72786
C  5.94479  -0.21150  -0.35275
C  0.96448  -0.57121  -0.13506
C  -3.99960  -1.05463  1.92383
C  -2.59287  -0.46867  2.00081
O  -1.64163  -1.13396  2.37789
N  -2.48992  0.79644  1.53832
C  -1.28051  1.48138  1.29632
C  -0.22458  1.45827  2.18989
C  0.93810  2.15536  1.90438
C  1.03939  2.87172  0.72759
C  -0.01200  2.89775  -0.17744
C  -1.17776  2.20161  0.09525
O  -2.27801  2.13613  -0.72133
C  -2.20455  2.74886  -1.98657
H  -6.15359  0.69550  1.00668
H  -6.90616  -0.81153  0.47628
H  -6.75602  0.55129  -0.63837
H  -5.08868  -1.05561  -1.26505
H  -4.24046  0.30428  -0.53801
H  -4.02369  -3.13028  -0.63882
H  -2.93003  -2.99962  0.76076
H  -1.07839  -1.75897  0.57192
H  -0.99143  -0.49746  -2.89147
H  0.92727  0.79110  -3.73737
H  2.88764  1.22389  -2.24425
H  4.05899  -2.59355  -0.82098
H  3.71547  -2.04715  0.83590
H  5.79643  -3.06990  1.34146
H  6.33614  -2.96796  -0.34192
H  6.27838  -0.71964  1.71148
H  7.63202  -1.18257  0.65524
H  6.39877  -0.41568  -1.32843
H  6.00613  0.85398  -0.14051
H  0.99204  -0.92670  0.88336
H  -4.03013  -1.92255  2.59151
H  -4.73807  -0.32994  2.26502
H  -3.29553  1.20968  1.08932
H  -0.31651  0.88610  3.09825
H  1.76550  2.12613  2.59305
H  1.94899  3.40305  0.49887
H  0.09240  3.45555  -1.09415
H  -2.11254  3.83596  -1.89869
H  -3.14056  2.50241  -2.48558
H  -1.36783  2.35312  -2.56849

## Properties
Structure (SMILES)   CCN(CC(=O)Nc1cccc(S(=O)(=O)N2CCCC2)c1)CC(=O)Nc1ccccc1OC

Atom-resolved charges from natural (NBO), all expressed in e: number 1, C, carries -0.617; number 2, C, carries -0.229; number 3, N, carries -0.425; number 4, C, carries -0.308; number 5, C, carries 0.668; number 6, O, carries -0.618; number 7, N, carries -0.642; number 8, C, carries 0.234; number 9, C, carries -0.256; number 10, C, carries -0.219; number 11, C, carries -0.156; number 12, C, carries -0.327; number 13, S, carries 2.318; number 14, O, carries -0.948; number 15, O, carries -0.947; number 16, N, carries -0.671; number 17, C, carries -0.243; number 18, C, carries -0.415; number 19, C, carries -0.418; number 20, C, carries -0.230; number 21, C, carries -0.244; number 22, C, carries -0.308; number 23, C, carries 0.674; number 24, O, carries -0.659; number 25, N, carries -0.623; number 26, C, carries 0.144; number 27, C, carries -0.213; number 28, C, carries -0.233; number 29, C, carries -0.197; number 30, C, carries -0.291; number 31, C, carries 0.268; number 32, O, carries -0.521; number 33, C, carries -0.248; number 34, H, carries 0.193; number 35, H, carries 0.216; number 36, H, carries 0.217; number 37, H, carries 0.221; number 38, H, carries 0.172; number 39, H, carries 0.220; number 40, H, carries 0.216; number 41, H, carries 0.435; number 42, H, carries 0.260; number 43, H, carries 0.218; number 44, H, carries 0.227; number 45, H, carries 0.202; number 46, H, carries 0.223; number 47, H, carries 0.221; number 48, H, carries 0.202; number 49, H, carries 0.211; number 50, H, carries 0.217; number 51, H, carries 0.191; number 52, H, carries 0.240; number 53, H, carries 0.252; number 54, H, carries 0.221; number 55, H, carries 0.215; number 56, H, carries 0.415; number 57, H, carries 0.236; number 58, H, carries 0.233; number 59, H, carries 0.234; number 60, H, carries 0.223; number 61, H, carries 0.177; number 62, H, carries 0.202; number 63, H, carries 0.186

=====

[2]
C23H30N5SiTc | ωB97M-V with the def2-TZVPD basis set

Cartesian coordinates (Å):
Tc  0.44956  1.42448  -0.03477
C  5.77909  -0.00352  0.55107
C  4.49675  -0.58292  0.61215
C  3.33977  0.21022  0.57535
C  3.45998  1.52081  0.18418
C  4.71400  2.07373  -0.14353
C  5.84325  1.36524  0.37080
N  2.29524  2.18306  -0.15396
N  2.41561  3.42655  -0.67303
C  1.20573  4.00683  -0.86434
C  1.10411  5.35441  -1.31687
C  -0.13444  5.93342  -1.42918
C  -1.29514  5.18837  -1.17248
C  -1.25549  3.85195  -0.82782
C  -0.00582  3.21243  -0.72384
H  6.60500  -0.62699  0.80797
H  4.51716  -1.68098  0.97036
H  2.29727  -0.26074  0.67678
H  4.62575  3.08854  -0.51689
H  6.76715  1.86585  0.63952
H  1.97289  5.89977  -1.54855
H  -0.24267  6.93911  -1.67965
H  -2.25704  5.71950  -1.24135
H  -2.12488  3.36878  -0.39805
N  -2.34415  3.05461  3.39484
C  -2.07274  2.17895  2.68329
N  -1.92288  1.11461  1.93814
C  -0.83048  0.92364  1.27159
N  -0.64867  -0.10216  0.35905
C  -3.33146  -0.57961  -0.54258
Si  -1.68307  -1.49119  -0.14508
C  -0.61129  -2.17966  -1.44598
C  -1.06156  -3.58247  -2.01987
C  0.87786  -2.17024  -1.03647
C  -0.79774  -1.14794  -2.55970
C  -1.92846  -2.63295  1.41068
C  -3.34097  -2.29560  1.81832
C  -1.02073  -2.14179  2.54164
C  -1.74257  -4.12868  1.18552
H  -4.26808  -1.24202  -0.63187
H  -3.17409  0.04651  -1.47202
H  -3.56303  0.11584  0.26403
H  -0.66525  -4.42441  -1.41672
H  -0.76731  -3.70231  -3.04527
H  -2.21335  -3.67399  -1.95093
H  1.03865  -1.66775  -0.06459
H  1.40030  -1.57212  -1.79744
H  1.30143  -3.21171  -0.94773
H  -1.87973  -1.03753  -2.90073
H  -0.18325  -1.47053  -3.42925
H  -0.46176  -0.16557  -2.18932
H  -3.59741  -1.28399  1.65570
H  -3.47803  -2.42340  2.90336
H  -4.13945  -2.91476  1.40417
H  -1.12353  -1.08359  2.84266
H  0.02898  -2.32236  2.33883
H  -1.26833  -2.62413  3.53520
H  -2.19547  -4.48250  0.19637
H  -2.22779  -4.69893  1.99063
H  -0.67740  -4.45818  1.19767

## Properties
Multiplicity   4
⟨S²⟩   3.799
Total charge   +1

Atom-resolved charges from natural (NBO), all expressed in e: number 1, Tc, carries 1.194; number 2, C, carries -0.176; number 3, C, carries -0.185; number 4, C, carries -0.215; number 5, C, carries 0.066; number 6, C, carries -0.181; number 7, C, carries -0.163; number 8, N, carries -0.301; number 9, N, carries -0.065; number 10, C, carries 0.123; number 11, C, carries -0.141; number 12, C, carries -0.181; number 13, C, carries -0.123; number 14, C, carries -0.186; number 15, C, carries -0.271; number 16, H, carries 0.240; number 17, H, carries 0.243; number 18, H, carries 0.203; number 19, H, carries 0.253; number 20, H, carries 0.238; number 21, H, carries 0.241; number 22, H, carries 0.237; number 23, H, carries 0.243; number 24, H, carries 0.242; number 25, N, carries -0.334; number 26, C, carries 0.377; number 27, N, carries -0.539; number 28, C, carries 0.365; number 29, N, carries -0.930; number 30, C, carries -1.189; number 31, Si, carries 2.054; number 32, C, carries -0.633; number 33, C, carries -0.588; number 34, C, carries -0.603; number 35, C, carries -0.596; number 36, C, carries -0.540; number 37, C, carries -0.618; number 38, C, carries -0.613; number 39, C, carries -0.606; number 40, H, carries 0.274; number 41, H, carries 0.238; number 42, H, carries 0.262; number 43, H, carries 0.226; number 44, H, carries 0.219; number 45, H, carries 0.212; number 46, H, carries 0.200; number 47, H, carries 0.210; number 48, H, carries 0.241; number 49, H, carries 0.231; number 50, H, carries 0.228; number 51, H, carries 0.171; number 52, H, carries 0.214; number 53, H, carries 0.219; number 54, H, carries 0.221; number 55, H, carries 0.215; number 56, H, carries 0.201; number 57, H, carries 0.224; number 58, H, carries 0.213; number 59, H, carries 0.226; number 60, H, carries 0.213

=====

Results for energy above the lowest of the compared OMol25 structures with the same formula, charge and spin: 48.9; 33.2 (in kcal per mole, following the order of the records).